Computed, not measured: 7 unconnected molecules or ions with the total composition C56H75NO2 at a distorted geometry, with the ωB97M-V functional and the def2-TZVPD basis.

Each line ends with the Löwdin charge.
CARTESIAN COORDINATES (ANGSTROEM)
C (0.67362, 6.99811, 5.40526)  -0.0023
C (-0.78434, 7.22285, 5.20310)  -0.1492
N (-1.84476, 6.13060, 5.15514)  -0.1216
C (-3.17897, 6.88751, 5.02160)  -0.1186
C (-1.64776, 5.19991, 3.96801)  -0.2570
O (-2.09651, 5.61622, 2.76171)  -0.0096
O (-1.00957, 3.88307, 4.15185)  -0.0998
C (-1.90580, 2.78122, 3.71237)  -0.1648
C (-1.60474, 2.47874, 2.11232)  -0.1735
C (-1.79516, 0.90015, 1.68524)  -0.2076
C (-0.71666, 0.60906, 0.44065)  -0.2020
C (-0.86681, -0.95715, -0.08518)  -0.2233
C (-0.38938, -1.16060, -1.65677)  -0.2037
C (-1.71102, -1.21960, -2.63791)  -0.2145
C (-1.63214, -0.11731, -3.88224)  -0.2084
C (-1.07089, -0.76304, -5.29083)  -0.2155
C (-2.15824, -0.75251, -6.52416)  -0.2178
C (-2.84008, 0.70619, -6.83077)  -0.2156
C (-2.03862, 1.63696, -7.91594)  -0.2184
C (-1.49267, 0.84680, -9.24434)  -0.2318
C (0.09107, 0.42566, -9.19676)  -0.2222
C (1.14509, 1.68020, -9.15076)  -0.2590
C (0.51988, 3.13280, -9.58164)  -0.1473
H (1.44573, 7.72155, 4.89475)  0.0675
H (1.11600, 6.12923, 6.06899)  0.0620
H (-1.15417, 8.34121, 5.04936)  0.1225
H (-3.10654, 7.73741, 4.21338)  0.0969
H (-4.04293, 6.13514, 4.74163)  0.1073
H (-3.40479, 7.34453, 6.08490)  0.1075
H (-1.59513, 1.83422, 4.33624)  0.1315
H (-3.04264, 2.99103, 3.90127)  0.1407
H (-2.39391, 3.11586, 1.49924)  0.1239
H (-0.48873, 2.76453, 1.87910)  0.1204
H (-2.86774, 0.74252, 1.22554)  0.1110
H (-1.58710, 0.16506, 2.59962)  0.1179
H (-0.95517, 1.28622, -0.49323)  0.1214
H (0.38199, 0.79862, 0.82899)  0.0952
H (-0.24214, -1.65118, 0.64906)  0.1105
H (-1.99858, -1.24389, 0.09410)  0.0862
H (0.37420, -0.32290, -1.98225)  0.1138
H (0.11715, -2.22022, -1.70846)  0.1039
H (-1.99036, -2.30513, -2.99822)  0.1122
H (-2.62898, -0.86535, -1.96303)  0.1026
H (-0.86510, 0.71265, -3.52819)  0.1071
H (-2.72795, 0.32394, -3.97203)  0.1035
H (-0.85914, -1.91392, -5.05452)  0.1095
H (-0.00763, -0.32900, -5.61578)  0.1096
H (-3.04908, -1.46790, -6.17736)  0.1195
H (-1.66935, -1.27999, -7.44774)  0.0953
H (-2.99808, 1.37854, -5.86250)  0.1075
H (-3.92741, 0.52207, -7.26066)  0.1136
H (-2.82799, 2.44090, -8.31062)  0.1161
H (-1.18103, 2.29240, -7.40598)  0.1081
H (-1.74194, 1.46065, -10.22820)  0.1028
H (-2.13167, -0.15671, -9.34310)  0.1124
H (0.27587, -0.27591, -8.26662)  0.0948
H (0.36696, -0.22581, -10.15658)  0.1147
H (1.65366, 1.68657, -8.07614)  0.0983
H (2.02896, 1.42947, -9.91184)  0.1052
H (1.38332, 3.82740, -10.02566)  0.0831
H (-0.31180, 3.09590, -10.40404)  0.0729
H (0.16721, 3.66401, -8.58178)  0.0751
C (-2.11240, -4.95698, 2.53110)  -0.1112
C (-2.15917, -5.01832, 3.92353)  -0.0932
C (-2.72139, -3.96913, 4.65009)  -0.0904
C (-3.23347, -2.85546, 3.98395)  -0.0930
C (-3.17830, -2.78993, 2.59197)  -0.1000
C (-2.61948, -3.84079, 1.86513)  -0.1060
H (-1.68035, -5.77764, 1.96493)  0.1071
H (-1.75784, -5.88495, 4.44292)  0.0886
H (-2.76075, -4.01882, 5.73509)  0.1007
H (-3.67388, -2.03906, 4.54955)  0.0998
H (-3.57194, -1.91943, 2.07289)  0.0912
H (-2.57869, -3.79063, 0.78027)  0.0979
C (2.99459, 1.12328, 2.06991)  -0.1066
C (3.16699, -0.20850, 1.69381)  -0.1012
C (4.32777, -0.60133, 1.02820)  -0.0950
C (5.31532, 0.33925, 0.73445)  -0.0973
C (5.13881, 1.67285, 1.10230)  -0.0978
C (3.97969, 2.06504, 1.77127)  -0.0932
H (2.09302, 1.42777, 2.59448)  0.0933
H (2.39637, -0.94109, 1.92038)  0.0975
H (4.46329, -1.63999, 0.73828)  0.1001
H (6.22091, 0.03304, 0.21820)  0.0995
H (5.90566, 2.40721, 0.86820)  0.0997
H (3.84333, 3.10388, 2.05994)  0.1006
C (4.73270, 8.46515, 8.77882)  -0.0977
C (5.04637, 7.77033, 7.61107)  -0.0983
C (4.38218, 6.58279, 7.30551)  -0.1008
C (3.40639, 6.08715, 8.17061)  -0.1103
C (3.09926, 6.77711, 9.34303)  -0.0960
C (3.76077, 7.96666, 9.64679)  -0.0970
H (5.24565, 9.39393, 9.01327)  0.0993
H (5.80857, 8.15510, 6.93810)  0.0995
H (4.62450, 6.04334, 6.39363)  0.1003
H (2.88693, 5.16335, 7.93156)  0.0975
H (2.34302, 6.38793, 10.02037)  0.1006
H (3.51966, 8.50544, 10.55931)  0.0995
C (-4.96220, -6.86030, 1.85542)  -0.0891
C (-5.00692, -6.80268, 0.46276)  -0.0918
C (-5.68903, -7.78463, -0.25507)  -0.0982
C (-6.32344, -8.82769, 0.42004)  -0.1001
C (-6.27086, -8.89045, 1.81225)  -0.0998
C (-5.59193, -7.90645, 2.53035)  -0.0926
H (-4.43632, -6.09136, 2.41479)  0.0784
H (-4.51042, -5.99132, -0.06360)  0.0961
H (-5.72655, -7.73751, -1.34025)  0.0990
H (-6.85712, -9.59143, -0.13877)  0.0986
H (-6.76017, -9.70653, 2.33830)  0.0991
H (-5.55304, -7.95421, 3.61540)  0.0995
C (6.09289, 3.88156, -7.43742)  -0.0981
C (6.40656, 3.18673, -8.60517)  -0.0986
C (5.74237, 1.99919, -8.91073)  -0.0960
C (4.76658, 1.50355, -8.04563)  -0.1089
C (4.45945, 2.19352, -6.87321)  -0.1048
C (5.12096, 3.38306, -6.56945)  -0.0958
H (6.60583, 4.81034, -7.20297)  0.0992
H (7.16876, 3.57150, -9.27815)  0.0995
H (5.98469, 1.45975, -9.82261)  0.0997
H (4.24712, 0.57976, -8.28468)  0.0977
H (3.70321, 1.80433, -6.19587)  0.0980
H (4.87985, 3.92185, -5.65693)  0.1000
C (2.21816, -8.72636, 5.48831)  -0.0969
C (1.90253, -9.28267, 4.24908)  -0.0973
C (0.57680, -9.32053, 3.81808)  -0.0959
C (-0.43495, -8.80554, 4.62887)  -0.1046
C (-0.12040, -8.25763, 5.87217)  -0.1060
C (1.20578, -8.21633, 6.30162)  -0.0966
H (3.25200, -8.69093, 5.82094)  0.0999
H (2.69056, -9.68635, 3.61824)  0.1001
H (0.33159, -9.75108, 2.85074)  0.1004
H (-1.46759, -8.83254, 4.29226)  0.0986
H (-0.90941, -7.86160, 6.50682)  0.0990
H (1.45100, -7.78720, 7.26951)  0.0999

Values from the calculation:
HOMO-LUMO gap = 9.052 eV
SMILES = C=CN(C)C(=O)OCCCCCCCCCCCCCCCC.c1ccccc1.c1ccccc1.c1ccccc1.c1ccccc1.c1ccccc1.c1ccccc1